139
Properties=species:S:1:pos:R:3:lowdin_charge:R:1 method="wB97M-V/def2-TZVPD" multiplicity=1 fmax_ha_per_bohr=0.3657 charge=-1
Nb -3.49 0.63 3.59 1.60
S -2.32 5.02 5.28 0.79
O -2.76 6.35 6.00 -0.41
O -3.37 4.75 4.18 -0.42
O -0.83 5.31 4.45 -0.25
O -2.96 -1.55 0.95 -0.13
O -4.80 -2.76 3.05 -0.15
O -5.33 -0.07 4.36 -0.42
N -0.76 6.00 -4.96 0.13
N -1.62 -5.57 2.17 0.13
N -4.54 -6.24 -3.22 0.13
N 8.83 -0.75 -1.66 0.12
N 2.80 4.99 -8.39 0.13
N -5.76 -3.20 1.99 0.03
N -6.77 5.14 -0.54 0.10
N 5.43 1.03 1.09 0.13
N 12.86 0.66 1.31 0.14
N -2.56 2.74 -0.36 0.13
N -2.70 -1.38 3.47 -0.15
N 2.59 1.33 -7.07 0.14
N -5.28 -0.54 7.09 0.05
N -2.90 -10.05 -6.19 0.12
N -0.25 0.63 -4.44 0.13
N 3.35 0.22 -1.57 0.15
C -3.53 -3.33 5.19 -0.05
C -1.93 2.60 -4.94 -0.06
C -2.05 3.61 6.49 -0.24
C 4.20 0.03 4.30 -0.26
C 3.20 1.62 -3.80 -0.09
C -1.68 1.56 2.55 -0.38
C -6.26 5.46 0.46 -0.28
C 14.22 -1.59 1.58 -0.07
C 2.64 0.31 3.85 -0.25
C -4.58 -8.09 -6.69 -0.08
C -0.68 -2.35 1.76 -0.04
C 2.46 0.97 2.36 -0.23
C -3.18 -8.48 -2.96 -0.08
C 2.06 5.86 -8.61 -0.28
C 0.39 5.86 -4.90 -0.26
C -3.18 2.41 6.38 -0.30
C -3.99 0.83 -1.50 -0.07
C 1.96 0.49 -7.57 -0.25
C 9.99 -0.03 0.59 -0.07
C -0.23 0.92 2.99 -0.32
C 3.28 0.84 -2.55 -0.22
C 13.46 -0.33 1.43 -0.24
C -2.58 1.04 5.64 -0.38
C 5.97 -0.88 -0.64 -0.10
C -3.64 -9.19 -6.41 -0.27
C -3.73 -2.43 3.79 -0.30
C -3.94 -7.23 -3.11 -0.28
C -3.19 1.90 -0.86 -0.27
C 0.91 1.00 1.80 -0.21
C 5.67 0.19 0.33 -0.28
C 4.10 -0.94 5.66 -0.16
C -7.24 -3.25 -0.19 -0.08
C -5.61 5.86 1.72 -0.08
C 1.12 6.96 -8.90 -0.07
C -5.32 -0.17 5.83 -0.31
C 1.17 -0.58 -8.21 -0.08
C -0.99 1.50 -4.66 -0.26
C -3.10 -5.61 -0.01 -0.07
C 9.34 -0.43 -0.67 -0.24
C -2.20 -1.71 2.07 -0.34
C -6.41 -3.22 1.02 -0.12
C -2.27 -5.59 1.20 -0.25
C 1.85 5.69 -4.83 -0.06
H -4.20 2.33 3.66 -0.08
H -3.47 -4.50 4.96 0.08
H 5.28 -0.87 -1.49 0.04
H 0.18 1.61 3.88 0.09
H -4.00 -5.01 0.10 0.07
H -2.48 2.43 -5.88 0.08
H -2.67 2.71 -4.15 0.08
H -3.61 -0.16 -1.23 0.07
H 3.15 -1.64 5.53 0.07
H 2.34 5.92 -5.78 0.05
H -0.34 -1.84 0.74 0.09
H -4.40 -3.16 5.96 0.08
H -2.55 -5.22 -0.88 0.08
H 14.74 -1.64 2.54 0.08
H -1.42 3.56 -5.04 0.04
H 0.82 0.08 1.05 0.09
H 1.64 7.92 -9.00 0.08
H -1.74 1.44 1.36 0.02
H 0.12 -0.53 -7.90 0.08
H -4.12 2.81 5.79 0.07
H -2.66 -8.53 -1.99 0.08
H 2.13 4.66 -4.57 0.07
H 3.18 0.38 1.61 0.07
H 1.95 -0.65 3.94 0.11
H -4.25 0.50 1.91 -0.09
H 5.09 -1.53 5.86 0.06
H -8.15 -2.64 -0.08 0.07
H 3.81 2.53 -3.75 0.08
H -3.83 -9.36 -3.02 0.08
H 3.55 1.04 -4.66 0.05
H -0.87 -3.50 1.57 0.04
H -6.70 -2.86 -1.06 0.07
H 1.19 -0.51 -9.30 0.08
H 4.76 1.03 4.63 0.12
H 9.78 1.02 0.84 0.09
H 2.87 2.09 2.34 0.11
H 13.57 -2.46 1.51 0.08
H -2.09 4.06 7.58 0.12
H -1.64 2.71 2.75 0.03
H -4.52 5.76 1.67 0.08
H -0.94 3.24 6.34 0.11
H 0.57 6.79 -9.83 0.08
H 5.91 -1.88 -0.18 0.09
H -2.60 0.09 6.37 0.05
H -1.42 1.27 5.49 0.03
H 14.99 -1.69 0.80 0.08
H 2.18 1.93 -4.01 0.05
H -3.56 2.18 7.48 0.11
H -5.32 -7.98 -5.89 0.08
H -5.04 0.88 -1.20 0.08
H 2.18 1.09 4.62 0.11
H 9.64 -0.64 1.44 0.09
H -3.96 0.91 -2.59 0.06
H -7.56 -4.26 -0.44 0.07
H -3.42 -6.63 -0.26 0.06
H -5.82 6.91 1.97 0.08
H 2.30 6.34 -4.07 0.09
H 0.69 2.01 1.22 0.12
H -5.96 5.26 2.56 0.08
H -2.41 -8.58 -3.74 0.07
H -4.06 -7.13 -6.79 0.09
H 1.54 -1.57 -7.94 0.08
H 3.91 -0.23 6.58 0.07
H -5.13 -8.26 -7.62 0.08
H -2.50 -3.03 5.68 0.07
H 4.76 -0.50 3.42 0.09
H 11.08 -0.14 0.54 0.01
H -0.97 4.91 3.52 0.10
H -0.31 -0.17 3.46 0.07
H 0.08 -2.15 2.63 0.07
H 0.38 7.07 -8.10 0.08
H 6.99 -0.78 -1.05 0.00

151
Properties=species:S:1:pos:R:3:lowdin_charge:R:1 method="wB97M-V/def2-TZVPD" multiplicity=1 smiles="C[C@H]1COC(=O)O1.C[C@H]1COC(=O)O1.C[C@H]1COC(=O)O1.CCOC(=O)OC.CCOC(=O)OC.CCOC(=O)OC.CCOC(=O)OC.COC(=O)OC.O=C1OCCO1.O=C1OCCO1.O=C1OCCO1.O=C1OCCO1" fmax_ha_per_bohr=0.0846 charge=0 de_lowest_kcal_mol=63.2
O -3.35 5.64 3.70 0.08
O -4.41 -4.84 1.30 0.08
O -0.35 3.27 5.30 0.19
O 1.49 -0.93 4.85 0.00
O 0.84 -3.09 4.56 0.14
O 3.88 -1.85 -2.11 0.06
O 1.18 -5.43 -1.47 0.09
O -3.49 -1.10 -3.13 0.02
O 0.36 0.57 -0.50 0.03
O -3.69 7.26 2.22 0.08
O 0.42 3.13 -3.00 0.00
O -4.14 -2.73 1.92 0.03
O 5.91 3.14 -1.48 -0.03
O 1.11 1.56 5.14 -0.05
O -6.12 -3.76 2.29 0.16
O -4.27 3.16 0.99 0.16
O 1.88 -4.98 -4.65 0.17
O 3.58 -1.09 -0.03 0.18
O -3.59 1.18 0.20 0.07
O 6.99 2.49 0.38 0.15
O 5.34 -0.41 -1.25 0.06
O 1.80 3.51 5.95 0.07
O -4.59 7.44 4.28 0.17
O -0.97 -5.94 -1.34 0.04
O -3.85 -2.37 -4.92 0.15
O -0.11 1.86 1.22 0.03
O -0.28 -3.96 -0.58 0.17
O 2.64 -2.48 5.74 0.03
O 2.49 2.87 -3.73 0.01
O 4.73 2.58 0.21 0.03
O -4.30 -0.17 -4.87 0.05
O 0.89 3.42 -5.20 0.12
O 0.78 -3.11 -4.13 0.07
O 0.53 -4.02 -6.14 0.08
O -5.06 1.26 1.85 0.09
O -0.77 -0.28 1.21 0.08
C 3.01 2.74 5.74 -0.08
C 3.12 1.63 1.74 -0.04
C -0.24 0.65 0.68 -0.61
C -2.97 -2.23 -2.44 -0.03
C 4.54 2.11 1.56 -0.18
C 2.92 -3.86 6.02 -0.21
C -1.36 4.19 -1.82 -0.05
C 1.05 -6.73 -2.06 -0.10
C 5.83 -0.66 -2.57 -0.10
C 1.14 -4.12 -4.94 -0.59
C 1.57 -2.24 4.98 -0.61
C 1.23 3.19 -4.07 -0.59
C 0.28 -0.41 4.31 -0.03
C -1.79 7.04 0.79 -0.02
C -2.41 5.38 2.66 -0.10
C -0.02 -5.01 -1.05 -0.57
C -1.79 -2.77 2.41 0.00
C 4.66 -1.41 -3.23 -0.10
C -5.01 -3.76 1.85 -0.55
C -0.87 2.05 2.40 -0.01
C 5.98 2.72 -0.22 -0.63
C -3.01 0.18 -6.91 -0.05
C -4.30 1.98 1.02 -0.60
C -4.37 0.00 -6.26 -0.22
C 2.44 1.31 5.61 -0.10
C -2.89 6.29 1.53 -0.31
C -0.27 -2.84 -6.21 -0.10
C -4.92 -0.17 1.58 -0.27
C 4.37 -3.99 6.44 -0.06
C -3.93 -0.20 0.41 -0.08
C -0.33 -7.19 -1.64 -0.10
C -3.04 -4.60 1.05 -0.10
C 0.75 2.84 5.41 -0.53
C 4.21 -1.12 -1.03 -0.58
C -0.88 3.71 -3.18 -0.20
C 0.30 -0.77 -1.02 0.00
C -0.03 -2.17 -4.85 -0.09
C -3.86 -1.32 -4.37 -0.64
C -3.93 6.85 3.49 -0.56
C 2.87 2.65 -2.38 -0.03
C 7.01 3.13 -2.37 -0.03
C -2.85 -3.10 1.38 -0.28
C -6.29 -0.73 1.28 -0.01
H -3.57 -3.11 -2.69 0.11
H 6.70 3.65 -3.26 0.10
H 3.53 3.09 4.85 0.12
H 2.45 0.85 6.60 0.15
H 7.32 2.12 -2.65 0.08
H 5.93 0.30 -3.07 0.11
H 3.81 2.11 -2.43 0.08
H 3.63 2.85 6.63 0.13
H -2.19 -2.81 3.42 0.10
H -2.36 -0.68 -6.82 0.06
H -0.59 -0.91 -1.64 0.09
H -0.89 3.12 2.57 0.08
H -1.04 -3.56 2.31 0.09
H 5.32 1.42 1.87 0.13
H -1.28 -1.82 2.32 0.04
H -4.96 -0.78 -6.75 0.13
H -1.97 -2.46 -2.82 0.07
H -1.60 3.33 -1.19 0.07
H -2.40 4.33 2.38 0.09
H 2.18 -4.23 6.74 0.13
H 2.17 2.06 -1.81 0.09
H -2.24 4.82 -1.89 0.08
H -6.18 -1.70 0.77 0.08
H 7.86 3.62 -1.89 0.10
H 3.02 0.72 4.91 0.12
H 0.10 -0.76 3.30 0.08
H 4.92 -3.43 5.68 0.08
H 5.00 -2.24 -3.86 0.13
H 2.76 -4.39 5.08 0.12
H 0.20 -1.48 -0.20 0.08
H -2.59 1.14 -6.61 0.08
H 2.39 2.39 1.45 0.08
H 4.58 -3.56 7.41 0.08
H -0.78 4.60 -3.80 0.12
H -6.94 -0.73 2.14 0.10
H 6.78 -1.18 -2.64 0.13
H -0.93 -7.64 -2.43 0.13
H -1.41 5.66 2.99 0.14
H -0.42 -7.93 -0.84 0.13
H 3.99 -0.84 -3.88 0.13
H 3.01 1.47 2.82 0.06
H -2.99 -2.08 -1.38 0.06
H -0.59 -0.71 4.91 0.13
H 1.19 -0.95 -1.61 0.09
H -1.91 1.74 2.29 0.11
H -4.46 -0.61 2.47 0.15
H -0.42 1.68 3.31 0.06
H -4.93 0.90 -6.54 0.13
H 2.88 0.71 1.22 0.06
H -1.11 6.34 0.31 0.07
H 4.61 3.01 2.18 0.12
H 1.06 -6.64 -3.15 0.11
H -1.31 7.70 1.52 0.09
H -2.98 -0.66 0.68 0.09
H -0.99 -2.03 -4.35 0.10
H -2.25 7.76 0.11 0.09
H 3.20 3.58 -1.92 0.10
H -4.38 -0.72 -0.44 0.13
H 1.91 -7.37 -1.87 0.14
H 0.04 -2.13 -6.98 0.13
H -1.58 2.99 -3.61 0.13
H -2.70 -2.67 0.39 0.10
H 0.27 0.68 4.34 0.02
H -1.29 -3.11 -6.47 0.13
H -2.36 -5.29 1.56 0.14
H 0.51 -1.24 -5.01 0.13
H -6.82 -0.15 0.51 0.10
H 4.70 -5.02 6.39 0.08
H -2.70 -4.88 0.05 0.10
H -0.56 4.74 -1.34 0.07
H -3.51 5.73 0.83 0.14
H -3.20 0.29 -7.99 0.09

So what do the calculations give for gap between HOMO and LUMO? Going down the list: 4.8237; 10.5406 eV.